Entry 1:
C18H14N2O7 | wB97M-V/def2-TZVPD

Last column: Löwdin charge in e.
Atoms and positions in Å:
N1 2.80758 -3.12371 1.51385  0.30
O1 -1.92916 2.03764 0.75292  0.13
O2 0.46720 -1.76103 3.81430  0.06
N2 1.95769 -2.29607 1.25047  0.03
O3 -0.09440 -0.47530 5.97108  0.00
O4 -0.77595 2.04840 -1.66169  -0.01
O5 3.41763 1.26249 -1.64569  0.03
O6 1.68919 -2.03057 -2.22346  -0.01
O7 1.41134 2.56410 -3.23342  -0.05
C1 -1.34944 1.28340 1.46839  -0.26
C2 0.06254 -0.74953 3.18640  -0.21
C3 1.15588 -1.37310 0.91121  -0.13
C4 0.27868 -0.59903 1.78669  -0.03
C5 -0.24700 0.41206 0.96553  0.02
C6 0.47204 0.50167 -0.30329  -0.02
C7 1.30682 -0.56976 -0.34801  0.00
C8 -2.42400 2.39900 4.98708  -0.06
C9 -1.71945 1.39118 5.73188  0.01
C10 -2.37578 2.28985 3.63958  -0.04
C11 -1.02117 0.30715 5.18404  -0.20
C12 -1.54778 1.33389 2.97011  -0.03
C13 -0.89123 0.31179 3.78900  0.00
C14 3.08842 0.10455 -3.62040  -0.02
C15 0.50043 1.64749 -1.27638  -0.31
C16 2.46337 0.47498 -2.32252  -0.47
C17 2.26763 -0.89062 -1.50776  -0.16
C18 1.13816 1.27299 -2.57175  -0.22
H1 0.26380 -1.23245 5.38558  0.08
H2 -1.36442 1.99720 -0.85168  0.07
H3 3.55535 2.09963 -2.06343  0.10
H4 1.58843 -1.98173 -3.16340  0.06
H5 0.58240 3.11409 -3.01207  0.13
H6 -2.93385 3.29432 5.44074  0.13
H7 -1.68138 1.54202 6.83421  0.13
H8 -2.70930 3.03583 2.92084  0.12
H9 2.33238 -0.58235 -4.25118  0.13
H10 4.05586 -0.33437 -3.40014  0.10
H11 3.13714 0.99792 -4.25135  0.09
H12 1.12191 2.45958 -0.78688  0.19
H13 3.17903 -1.18048 -1.06880  0.13
H14 0.45965 0.69316 -3.24433  0.18

Properties
LUMO energy = -2.156 eV
Highest occupied orbital energy = -9.297 eV
Gap between HOMO and LUMO = 0.262 Ha
M = 370.32 Da
Electronic energy = -36201.74811 eV

Entry 2:
C23H21N2O4 | wB97M-V/def2-TZVPD

Last column: Löwdin charge in e.
Atoms and positions in Å:
C1 -1.70385 -4.85994 -1.50834  -0.08
C2 -2.49730 -3.66625 -2.04032  -0.18
O1 -1.61347 -2.43773 -2.01642  -0.02
C3 -2.33330 -1.31393 -2.24063  -0.51
C4 -1.50522 -0.11682 -2.31926  -0.11
C5 -2.34483 0.89323 -2.83366  -0.26
N1 -2.95624 1.79553 -3.30751  0.16
O2 -3.54631 -1.37758 -2.37174  0.08
H1 -2.40184 -5.71492 -1.41485  0.07
H2 -0.89842 -5.14444 -2.21454  0.08
H3 -1.26255 -4.62711 -0.52764  0.04
H4 -2.85932 -3.82041 -3.09538  0.13
H5 -3.38757 -3.45835 -1.40411  0.12
H6 -0.70471 -0.43806 -3.12886  0.18
O3 -0.43904 -3.39671 0.99129  -0.07
C6 0.56495 -2.88454 1.57839  -0.66
O4 1.79985 -2.95707 1.42836  -0.02
C7 0.15897 -1.87095 2.67402  -0.18
C8 1.11884 -1.78699 3.85470  -0.07
C9 1.79691 -0.46761 3.68690  -0.15
C10 1.25863 0.20774 2.57574  -0.12
C11 1.77276 1.44545 2.16429  -0.01
C12 2.77194 2.03455 2.95207  -0.10
C13 3.31888 1.35897 4.06027  -0.11
C14 2.86323 0.07838 4.41389  -0.04
N2 0.27367 -0.59085 1.96947  0.01
C15 -0.41002 -0.37450 0.83533  -0.01
C16 -0.50405 0.87862 0.21928  -0.10
C17 -0.42336 0.94052 -1.18541  -0.17
C18 -0.12492 2.25243 -1.79599  -0.21
C19 0.42510 2.40376 -3.07507  -0.05
C20 0.69570 3.64428 -3.62715  -0.09
C21 0.39953 4.81638 -2.90186  -0.10
C22 -0.16482 4.70514 -1.62929  -0.09
C23 -0.46750 3.44029 -1.08032  -0.01
H7 -0.86883 -2.02041 2.97914  0.14
H8 0.58448 -1.85538 4.80849  0.12
H9 1.85258 -2.59410 3.83653  0.12
H10 1.41848 1.93009 1.25302  0.09
H11 3.13852 3.02842 2.68145  0.09
H12 4.11300 1.82979 4.64885  0.09
H13 3.28984 -0.51166 5.23086  0.11
H14 -0.89340 -1.25492 0.39359  0.13
H15 -0.57741 1.73727 0.88125  0.09
H16 0.18677 0.09186 -1.61323  0.13
H17 0.68735 1.49210 -3.65373  0.12
H18 1.15340 3.73172 -4.61853  0.10
H19 0.58083 5.80412 -3.34882  0.10
H20 -0.37473 5.60834 -1.04627  0.10
H21 -0.96120 3.39224 -0.11826  0.10

Properties
LUMO energy = 2.546 eV
Relative energy (zero: lowest compared OMol25 entry of this formula, charge and spin) = 292.4 kJ/mol
Highest occupied orbital energy = -4.195 eV
Gap between HOMO and LUMO = 0.248 Ha
Charge = -1
M = 389.43 Da
SMILES string = CCOC(=O)[C@@H](C#N)[C@H](/C=C/N1c2ccccc2C[C@@H]1C(=O)[O-])c1ccccc1
Electronic energy = -35360.64355 eV

Entry 3:
C23H60F9O19S13Zn | wB97M-V/def2-TZVPD

Last column: Löwdin charge in e.
Atoms and positions in Å:
Zn1 1.36120 7.80869 21.90846  0.64
C1 -2.01234 9.26902 19.00724  -0.62
F1 -2.72973 8.18252 19.25622  0.12
F2 -2.40120 9.72756 17.81589  0.14
F3 -2.25441 10.19724 19.95367  0.12
S1 -0.10229 8.85624 18.99278  0.52
O1 0.06158 7.64489 18.17592  -0.31
O2 0.49484 10.00773 18.41541  -0.29
O3 0.27270 8.65401 20.40078  -0.36
C2 3.99931 -0.38999 19.51834  -0.67
F4 3.43210 0.45750 20.35903  0.11
F5 3.04009 -1.11742 18.93476  0.10
F6 4.67146 0.27704 18.58672  0.11
S2 5.17556 -1.57400 20.50979  0.46
O4 5.77487 -2.38427 19.48816  -0.35
O5 6.15929 -0.71944 21.19589  -0.36
O6 4.33882 -2.32839 21.45585  -0.36
C3 2.52372 4.05987 19.20518  -0.63
F7 2.53710 2.78750 19.61374  0.12
F8 3.22712 4.26078 18.10586  0.13
F9 1.26760 4.34252 18.85195  0.11
S3 3.09752 5.23154 20.62563  0.57
O7 2.19681 6.41116 20.57953  -0.36
O8 2.85917 4.45311 21.85039  -0.32
O9 4.48221 5.62331 20.34522  -0.33
C4 7.79611 3.71262 15.33937  -0.26
S4 6.32221 4.30372 16.20257  0.82
O10 5.67528 5.27652 15.21737  -0.58
C5 5.29891 2.76581 15.99808  -0.22
H1 7.49079 3.39186 14.34439  0.06
H2 8.38973 2.99927 15.91026  0.06
H3 8.43908 4.58724 15.23074  0.04
H4 5.89748 1.85636 16.03115  0.06
H5 4.82137 2.91780 15.03019  0.05
H6 4.52421 2.69848 16.76010  0.02
C6 1.19196 -0.25112 16.05422  -0.24
S5 0.16547 1.21234 15.55553  0.86
O11 -1.17243 1.23588 16.27609  -0.57
C7 1.31196 2.42297 16.29643  -0.26
H7 0.82916 -1.16403 15.58088  0.05
H8 1.13196 -0.44710 17.12562  0.04
H9 2.23703 -0.16507 15.75823  0.05
H10 1.50278 2.22942 17.35036  0.03
H11 0.84639 3.38776 16.09670  0.06
H12 2.25678 2.40445 15.75285  0.04
C8 6.39880 4.34741 22.38794  -0.27
S6 7.24953 2.95621 21.49112  0.85
O12 6.92446 1.67672 22.19376  -0.53
C9 6.16668 2.94993 20.04812  -0.26
H13 6.80166 4.42255 23.39998  0.04
H14 5.34395 4.15266 22.59542  0.02
H15 6.42109 5.31015 21.87882  0.02
H16 5.13643 2.89457 20.39813  0.04
H17 6.38157 2.10114 19.39830  0.05
H18 6.26253 3.79221 19.36032  0.02
C10 -0.18232 3.71462 22.37800  -0.21
S7 -0.94498 5.38250 22.26939  0.96
O13 0.19373 6.35859 22.53676  -0.58
C11 -1.31587 5.40750 20.49070  -0.20
H19 0.33055 3.61628 23.33160  0.05
H20 0.37633 3.55173 21.45962  0.04
H21 -1.01250 3.00663 22.41055  0.03
H22 -1.87413 6.32136 20.29476  0.04
H23 -1.87929 4.51847 20.21205  0.05
H24 -0.36124 5.49849 19.97067  0.04
C12 3.00925 6.74179 16.23961  -0.25
S8 3.64656 8.02585 15.08271  0.82
O14 2.58025 8.33198 14.06707  -0.57
C13 3.62580 9.37697 16.30115  -0.26
H25 1.92790 6.88210 16.19562  0.05
H26 3.28563 6.94113 17.27558  0.04
H27 3.34242 5.75101 15.94171  0.01
H28 4.51250 9.37762 16.93691  0.02
H29 2.71117 9.36631 16.89597  0.04
H30 3.63324 10.32420 15.76097  0.05
C14 5.11168 10.12525 21.46228  -0.23
S9 3.63064 9.76636 20.48856  0.97
O15 2.68121 9.13380 21.46337  -0.59
C15 3.14275 11.57559 20.40091  -0.20
H31 5.02661 11.03459 22.05390  0.06
H32 5.93057 10.19991 20.74464  0.03
H33 5.30874 9.26931 22.10625  0.04
H34 2.65482 11.99191 21.28326  0.06
H35 2.46232 11.72162 19.56315  0.04
H36 4.04809 12.17604 20.31086  0.05
C16 3.44436 1.34211 23.85014  -0.28
S10 4.61692 0.37193 24.82036  0.86
O16 5.60857 -0.09884 23.80263  -0.54
C17 5.38552 1.91431 25.48488  -0.26
H37 3.84313 2.21270 23.33017  0.04
H38 2.77030 1.77397 24.60016  0.03
H39 2.76642 0.78494 23.20510  0.06
H40 6.19096 1.68155 26.18007  0.04
H41 4.57537 2.45825 25.97356  0.02
H42 5.80816 2.46155 24.64330  0.02
C18 8.12495 7.84130 17.08029  -0.24
S11 7.65940 8.49469 18.73001  0.84
O17 6.66215 9.59479 18.46447  -0.60
C19 6.65220 7.10587 19.39002  -0.26
H43 7.23267 7.34293 16.69347  0.03
H44 8.77638 6.98255 17.25486  0.04
H45 8.51536 8.57050 16.37635  0.06
H46 7.30918 6.23514 19.46447  0.05
H47 5.77242 6.90121 18.78516  0.05
H48 6.43652 7.25870 20.44676  0.03
C20 -3.13577 1.76667 18.85684  -0.28
S12 -2.21215 1.33565 20.31601  0.81
O18 -2.52903 -0.12451 20.61256  -0.54
C21 -0.69772 1.35971 19.40236  -0.30
H49 -4.17672 1.58108 19.12854  0.05
H50 -2.95549 1.08247 18.02871  0.05
H51 -2.93431 2.79447 18.55817  0.05
H52 0.11435 0.95034 20.00907  0.06
H53 -0.47830 2.35608 19.02163  0.04
H54 -0.68578 0.61007 18.61116  0.05
C22 5.00735 7.17597 24.46832  -0.22
S13 3.21911 7.13914 24.74409  0.94
O19 2.65885 7.44397 23.37828  -0.57
C23 3.04826 5.34051 25.02536  -0.22
H55 5.36091 8.17347 24.21074  0.05
H56 5.22161 6.64019 23.54039  0.04
H57 5.52811 6.70373 25.29971  0.07
H58 3.36093 5.16126 26.05398  0.06
H59 3.70979 4.84369 24.31508  0.03
H60 2.04221 4.96788 24.84369  0.06

Properties
LUMO energy = 1.023 eV
Highest occupied orbital energy = -5.243 eV
Gap between HOMO and LUMO = 0.230 Ha
Charge = -1
M = 1293.96 Da
Electronic energy = -277455.00622 eV